Record 1
C41H92N5O4PV | the ωB97M-V functional and the def2-TZVPD basis

The geometry in ORCA input format:
```
! wB97M-V def2-TZVPD RIJCOSX def2/J DEFGRID3
* xyz 4 4
V 3.59 -0.65 -0.05
P 1.19 -0.40 0.15
O 1.90 -1.58 0.83
O 2.14 0.67 0.67
O -0.38 -0.37 0.38
O 1.84 -0.51 -1.22
C 3.36 -1.12 -6.00
C 2.92 0.26 -5.42
C 1.61 0.07 -4.46
N 0.93 1.42 -4.01
C 1.96 2.49 -3.56
C -0.22 1.19 -3.01
C -1.16 2.42 -3.27
C -1.00 2.82 -4.76
C 0.15 1.92 -5.22
H 3.85 -1.81 -5.32
H 4.12 -1.07 -6.78
H 2.49 -1.67 -6.36
H 2.64 0.88 -6.27
H 3.66 0.95 -5.03
H 1.92 -0.26 -3.47
H 0.81 -0.55 -4.87
H 1.37 3.38 -3.34
H 2.39 2.83 -4.50
H 2.61 2.10 -2.78
H 0.25 1.32 -2.03
H -0.58 0.20 -3.27
H -0.85 3.22 -2.59
H -2.22 2.29 -3.06
H -0.68 3.85 -4.92
H -1.88 2.71 -5.40
H 0.73 2.39 -6.01
H -0.30 0.99 -5.59
C 3.73 6.95 4.07
C 2.75 5.93 3.45
C 2.98 5.52 2.01
N 1.84 4.74 1.37
C 1.63 3.41 2.12
C 0.43 5.49 1.39
C 0.19 6.15 0.09
C 0.94 5.36 -0.89
C 2.05 4.54 -0.14
H 4.78 6.65 4.13
H 3.42 7.26 5.06
H 3.66 7.89 3.52
H 1.78 6.43 3.45
H 2.87 5.05 4.09
H 3.92 4.99 1.86
H 3.10 6.37 1.35
H 2.58 2.91 1.92
H 0.78 2.87 1.71
H 1.45 3.57 3.18
H -0.38 4.80 1.62
H 0.16 6.16 2.20
H -0.87 6.18 -0.14
H 0.49 7.20 0.14
H 0.24 4.68 -1.37
H 1.38 5.92 -1.71
H 2.00 3.48 -0.41
H 3.06 4.87 -0.39
C 0.37 -5.02 3.32
C 0.81 -3.71 3.95
C 0.18 -2.45 3.43
N 0.54 -1.12 4.22
C -0.30 0.02 3.58
C 2.11 -0.81 4.12
C 2.56 -0.78 5.61
C 1.59 -1.68 6.42
C 0.27 -1.34 5.69
H 0.97 -5.77 3.84
H 0.61 -4.98 2.26
H -0.67 -5.33 3.46
H 1.90 -3.70 3.93
H 0.50 -3.81 4.99
H -0.90 -2.56 3.50
H 0.18 -2.22 2.36
H -0.30 1.00 4.05
H -1.31 -0.34 3.42
H 0.10 0.14 2.57
H 2.17 0.18 3.65
H 2.59 -1.55 3.49
H 2.44 0.23 6.00
H 3.61 -1.07 5.65
H 1.48 -1.29 7.43
H 1.92 -2.69 6.17
H -0.03 -0.34 6.00
H -0.43 -2.13 5.96
C -2.51 2.69 3.28
C -3.50 1.69 2.66
C -3.33 1.48 1.14
N -4.02 0.22 0.46
C -3.38 0.02 -0.91
C -3.94 -1.12 1.18
C -5.41 -1.52 1.49
C -6.15 -0.94 0.26
C -5.58 0.47 0.26
H -2.65 3.74 3.04
H -1.53 2.36 2.94
H -2.54 2.68 4.37
H -4.49 2.15 2.60
H -3.44 0.78 3.25
H -2.28 1.26 0.95
H -3.59 2.47 0.75
H -3.98 -0.68 -1.49
H -2.36 -0.36 -0.81
H -3.29 0.99 -1.40
H -3.31 -1.84 0.66
H -3.39 -0.88 2.09
H -5.37 -2.61 1.50
H -5.67 -1.14 2.48
H -5.91 -1.53 -0.62
H -7.24 -0.87 0.36
H -5.58 1.08 -0.65
H -6.06 1.06 1.05
C 2.19 -4.29 -4.83
C 1.69 -3.34 -3.82
C 1.63 -3.85 -2.40
N 0.26 -4.38 -1.84
C -0.22 -5.69 -2.58
C -1.62 -6.20 -2.19
C -2.64 -5.13 -2.16
C -2.28 -3.80 -1.48
C -0.88 -3.29 -1.94
C 0.52 -4.70 -0.39
H 3.10 -4.85 -4.64
H 2.20 -4.01 -5.88
H 1.46 -5.10 -4.89
H 0.76 -2.97 -4.26
H 2.30 -2.43 -3.87
H 1.70 -3.01 -1.71
H 2.38 -4.58 -2.10
H -0.33 -5.41 -3.63
H 0.46 -6.53 -2.55
H -1.82 -6.86 -3.03
H -1.69 -6.82 -1.30
H -3.08 -4.87 -3.12
H -3.60 -5.46 -1.76
H -3.09 -3.14 -1.80
H -2.22 -3.73 -0.39
H -0.98 -3.10 -3.01
H -0.48 -2.38 -1.49
H 1.07 -5.65 -0.33
H -0.36 -4.87 0.22
H 0.99 -3.82 0.05
*
```

The value obtained for the gap between HOMO and LUMO (spin up / spin down) is 7.9 / 7.8 eV. The HOMO energy (spin up / spin down) is -17.34 / -17.32 eV. As for the LUMO energy (spin up / spin down): -9.39 / -9.50 eV.


Record 2
C35H56ClFN2O22PS2 | the ωB97M-V functional and the def2-TZVPD basis

The geometry in ORCA input format:
```
! wB97M-V def2-TZVPD RIJCOSX def2/J DEFGRID3
* xyz -1 1
C 1.77 1.75 -1.32
C 2.53 0.47 -1.53
O 2.06 -0.45 -2.21
N 3.87 0.46 -0.99
C 4.92 0.40 -2.01
P 4.22 -0.01 0.65
O 4.60 -0.60 2.17
S 3.86 2.02 1.45
Cl 2.16 -0.62 1.08
O 5.93 0.42 0.35
N 6.73 0.48 1.47
O 7.62 1.24 1.35
S 4.61 -2.15 -0.06
O 3.65 -2.60 -1.03
O 5.99 -2.37 -0.41
F 4.39 -3.05 1.24
H 0.93 1.81 -2.00
H 1.43 1.83 -0.30
H 2.41 2.61 -1.50
H 5.56 -0.48 -1.96
H 4.45 0.40 -2.99
H 5.55 1.29 -1.96
H 3.78 -0.61 2.68
H 4.58 2.78 0.62
O -0.15 3.56 0.21
C -1.26 3.52 -0.24
O -1.55 2.89 -1.40
C -2.93 3.07 -1.74
C -3.62 3.40 -0.42
C -2.52 4.13 0.33
H -3.01 3.88 -2.46
H -3.31 2.15 -2.20
H -4.54 3.97 -0.56
H -3.87 2.47 0.10
H -2.51 5.20 0.12
H -2.57 3.98 1.41
O 0.80 -3.73 1.76
C 1.14 -4.73 1.20
O 0.65 -5.96 1.55
C 1.32 -6.98 0.79
C 1.84 -6.27 -0.46
C 2.14 -4.87 0.08
H 2.12 -7.40 1.39
H 0.60 -7.77 0.56
H 2.70 -6.77 -0.90
H 1.06 -6.21 -1.21
H 3.15 -4.80 0.49
H 2.00 -4.09 -0.66
O 1.52 -9.43 2.55
C 2.52 -9.57 3.18
O 3.69 -8.98 2.83
C 4.75 -9.40 3.71
C 4.05 -9.87 4.98
C 2.73 -10.41 4.43
H 5.30 -10.20 3.22
H 5.42 -8.56 3.87
H 4.63 -10.59 5.54
H 3.85 -9.01 5.63
H 2.80 -11.46 4.13
H 1.90 -10.28 5.12
O -3.69 4.47 -5.28
C -4.75 4.03 -4.93
O -5.09 3.89 -3.63
C -6.37 3.23 -3.51
C -7.06 3.48 -4.85
C -5.88 3.53 -5.81
H -6.19 2.18 -3.32
H -6.91 3.66 -2.67
H -7.80 2.72 -5.09
H -7.56 4.45 -4.83
H -5.61 2.54 -6.18
H -6.03 4.20 -6.65
O 5.76 5.34 -0.65
C 6.84 5.25 -0.15
O 7.93 5.89 -0.65
C 9.11 5.51 0.08
C 8.60 5.02 1.43
C 7.25 4.43 1.06
H 9.62 4.73 -0.48
H 9.76 6.38 0.16
H 9.28 4.32 1.92
H 8.46 5.87 2.10
H 7.35 3.39 0.75
H 6.51 4.53 1.85
O 5.31 7.26 4.15
C 4.41 6.85 3.47
O 3.37 6.16 3.98
C 2.50 5.71 2.92
C 2.78 6.65 1.75
C 4.25 6.98 1.97
H 2.75 4.68 2.68
H 1.47 5.76 3.26
H 2.55 6.21 0.79
H 2.18 7.56 1.86
H 4.90 6.26 1.48
H 4.51 7.99 1.64
O -7.42 0.43 -1.60
C -6.62 -0.37 -2.00
O -5.62 -0.01 -2.85
C -4.88 -1.19 -3.26
C -5.15 -2.22 -2.18
C -6.57 -1.85 -1.73
H -5.25 -1.50 -4.24
H -3.83 -0.93 -3.34
H -5.05 -3.25 -2.53
H -4.46 -2.08 -1.35
H -7.33 -2.34 -2.33
H -6.74 -2.05 -0.68
O -7.83 -1.83 1.39
C -8.94 -1.93 0.97
O -9.23 -2.62 -0.17
C -10.62 -2.48 -0.50
C -11.30 -2.11 0.81
C -10.21 -1.32 1.52
H -10.71 -1.70 -1.25
H -10.98 -3.42 -0.91
H -12.23 -1.55 0.66
H -11.53 -3.01 1.38
H -10.22 -0.26 1.26
H -10.24 -1.42 2.60
*
```

The value obtained for the gap between HOMO and LUMO is 7.0 eV. The HOMO energy is -5.40 eV. As for the LUMO energy: 1.59 eV.


Record 3
C3H12N3 | the ωB97M-V functional and the def2-TZVPD basis

The geometry in ORCA input format:
```
! wB97M-V def2-TZVPD RIJCOSX def2/J DEFGRID3
* xyz 2 2
N -0.42 1.51 -0.73
C -1.01 0.17 -1.00
C 0.11 -0.84 -1.20
N -0.25 -2.23 -1.24
H -1.05 2.31 -0.86
H 0.39 1.61 -1.34
H -1.68 0.23 -1.86
H -1.62 -0.11 -0.13
H 0.65 -0.63 -2.14
H 0.86 -0.63 -0.41
H 0.58 -2.84 -1.24
H -0.85 -2.49 -0.44
C 0.92 0.08 2.47
N 0.46 1.13 1.89
H 1.07 0.04 3.55
H 1.28 -0.74 1.85
H 0.09 1.56 0.23
H 0.47 1.87 2.60
*
```

The value obtained for the gap between HOMO and LUMO (spin up / spin down) is 11.5 / 5.4 eV. The HOMO energy (spin up / spin down) is -18.79 / -18.78 eV. As for the LUMO energy (spin up / spin down): -7.33 / -13.34 eV.


Record 4
C18H17F6HgN4O9S2 | the ωB97M-V functional and the def2-TZVPD basis

The geometry in ORCA input format:
```
! wB97M-V def2-TZVPD RIJCOSX def2/J DEFGRID3
* xyz -2 2
Hg 0.43 0.27 -0.15
O -3.05 1.04 0.38
C -2.53 2.09 1.17
C -1.92 1.59 2.47
N -0.53 1.14 2.28
C -0.30 -0.18 2.86
C -1.15 -1.22 2.10
O -1.79 -2.05 2.73
O -1.15 -1.07 0.82
C 0.43 2.14 2.71
C 1.82 2.09 2.06
O 2.71 2.68 2.66
O 1.93 1.53 0.92
H -2.42 0.29 0.41
H -1.77 2.66 0.61
H -3.37 2.77 1.37
H -1.98 2.35 3.25
H -2.53 0.74 2.80
H 0.76 -0.44 2.74
H -0.56 -0.22 3.92
H 0.04 3.13 2.46
H 0.58 2.12 3.80
C -0.90 -2.26 -3.65
C -1.23 -1.32 -4.65
C -1.11 0.01 -4.40
C -0.65 0.47 -3.13
N -0.27 -0.48 -2.20
C -0.42 -1.78 -2.46
C -0.57 1.84 -2.77
C -1.01 2.90 -3.62
C -0.91 4.20 -3.21
C -0.37 4.50 -1.94
C 0.04 3.43 -1.16
N -0.06 2.16 -1.54
H -1.00 -3.33 -3.81
H -1.58 -1.66 -5.62
H -1.35 0.73 -5.17
H -0.13 -2.45 -1.66
H -1.42 2.68 -4.59
H -1.25 5.00 -3.86
H -0.26 5.51 -1.58
H 0.50 3.58 -0.19
F 4.02 -1.47 -2.65
C 3.66 -2.59 -2.02
F 4.56 -3.54 -2.31
F 2.48 -2.98 -2.50
S 3.59 -2.31 -0.20
O 2.52 -1.35 -0.04
O 4.92 -1.90 0.12
N 3.30 -3.74 0.36
S 1.85 -4.25 0.78
O 0.84 -4.11 -0.23
O 1.54 -3.96 2.14
C 2.27 -6.04 0.76
F 2.64 -6.44 -0.46
F 3.25 -6.34 1.61
F 1.18 -6.73 1.11
*
```

The value obtained for the gap between HOMO and LUMO (spin up / spin down) is 5.0 / 8.2 eV. The HOMO energy (spin up / spin down) is -0.32 / -3.54 eV. As for the LUMO energy (spin up / spin down): 4.69 / 4.67 eV.


Record 5
C5H10ClN3 | the ωB97M-V functional and the def2-TZVPD basis

The geometry in ORCA input format:
```
! wB97M-V def2-TZVPD RIJCOSX def2/J DEFGRID3
* xyz 2 1
C 2.12 -0.99 0.34
C 1.80 -1.99 -1.55
C 0.20 -0.65 -0.61
C -0.92 0.23 -0.40
C -0.74 1.08 0.91
N 2.49 -1.78 -0.58
N 0.48 -1.36 -1.60
N -1.99 1.78 1.41
Cl 2.96 0.48 0.63
H 1.82 -1.57 1.34
H 2.12 -2.59 -2.33
H -1.79 -0.46 -0.29
H -1.07 0.82 -1.40
H -0.23 0.49 1.66
H -0.18 1.90 0.52
H -0.03 -1.44 -2.46
H -2.19 2.19 0.38
H -2.00 2.53 2.19
H -2.84 1.32 1.84
*
```

The value obtained for the gap between HOMO and LUMO is 9.4 eV. The HOMO energy is -17.74 eV. As for the LUMO energy: -8.34 eV.


Record 6
C2H10NOS2 | the ωB97M-V functional and the def2-TZVPD basis

The geometry in ORCA input format:
```
! wB97M-V def2-TZVPD RIJCOSX def2/J DEFGRID3
* xyz 1 1
N 1.35 -0.65 0.54
C 0.07 -0.11 1.07
C -1.06 -0.45 0.16
S -2.46 0.60 0.60
S -3.67 -0.09 -0.97
H 1.54 -0.37 -0.43
H 1.35 -1.67 0.59
H 2.16 -0.36 1.10
H 0.16 0.98 1.12
H -0.06 -0.48 2.07
H -0.83 -0.29 -0.89
H -1.37 -1.50 0.23
H -4.76 0.48 -0.46
H 2.23 1.95 -1.22
H 3.01 0.93 -2.10
O 2.35 1.01 -1.40
*
```

The value obtained for the gap between HOMO and LUMO is 8.1 eV. The HOMO energy is -11.56 eV. As for the LUMO energy: -3.49 eV.


| no. | E (Eh) | F_max (eV Å⁻¹) |
| --- | --- | --- |
| 1 | -3476.1320 | 4.10 |
| 2 | -4829.9863 | 2.54 |
| 3 | -285.0092 | 3.80 |
| 4 | -3141.4015 | 0.44 |
| 5 | -820.2019 | 6.93 |
| 6 | -1008.3195 | 1.31 |